Molecular formula: Ag2Cl4O28Pb2S3
Method: DFT, wB97M-V/def2-TZVPD

XYZ file:
```
39
Properties=species:S:1:pos:R:3:forces:R:3:lowdin_charge:R:1
Pb 5.909 10.425 11.590 0.68 0.55 1.10 1.634
Pb 9.858 12.010 11.843 -1.51 0.22 -0.38 1.683
Ag 8.824 14.661 8.162 -0.52 -0.50 -0.14 0.810
Ag 8.019 11.088 7.901 0.20 0.31 0.29 0.800
Cl 9.885 5.068 10.403 1.89 -0.53 -1.73 0.722
O 9.912 3.895 9.543 -0.02 0.52 0.05 -0.204
O 11.088 5.877 10.109 -1.54 -0.79 0.59 -0.171
O 8.796 5.867 9.823 0.24 -0.19 1.10 -0.111
O 9.822 4.640 11.743 -0.60 1.03 0.00 -0.239
Cl 11.135 12.017 7.299 1.32 0.35 -0.58 0.633
O 10.388 10.975 6.643 -0.48 -0.42 -0.27 -0.385
O 11.136 13.228 6.527 -0.48 0.07 0.26 -0.354
O 10.480 12.243 8.583 -0.34 0.28 0.65 -0.474
O 12.508 11.613 7.480 -0.49 -0.27 0.39 -0.344
Cl 5.471 8.758 8.940 0.96 0.75 -0.50 0.654
O 6.621 9.654 9.322 -0.40 0.81 0.11 -0.548
O 4.529 9.394 8.095 -0.59 0.89 0.51 -0.289
O 6.094 7.756 8.169 0.07 -1.98 0.48 -0.299
O 4.891 8.427 10.238 -0.13 -1.08 -1.32 -0.463
Cl 7.254 13.290 5.499 1.60 2.85 1.99 0.642
O 7.074 14.254 6.589 0.16 0.80 0.55 -0.439
O 8.627 13.366 5.108 0.16 -1.23 -0.07 -0.341
O 6.860 12.051 6.121 -0.16 -1.56 -1.10 -0.405
O 6.454 13.718 4.427 -1.57 -0.75 -1.22 -0.306
S 10.569 15.729 10.974 -1.45 -4.90 4.96 0.249
O 10.392 14.315 11.455 0.38 0.60 0.08 -0.547
O 11.830 16.226 11.383 2.67 1.53 -0.15 -0.183
O 10.168 15.724 9.650 -0.85 1.68 -4.51 -0.311
O 9.759 16.568 11.935 -0.64 0.95 -0.22 -0.102
S 6.908 13.382 10.849 -0.59 -3.08 -1.55 0.235
O 6.736 14.309 9.773 0.33 0.75 -1.00 -0.332
O 7.349 13.916 12.074 0.83 1.18 2.11 -0.309
O 5.637 12.555 11.001 -0.45 0.80 0.16 -0.542
O 7.882 12.220 10.447 0.80 0.56 -0.58 -0.646
S 8.275 10.043 13.828 0.29 1.54 -0.28 0.276
O 7.916 10.254 15.204 0.48 0.84 0.35 -0.331
O 9.782 10.026 13.604 -2.14 0.19 -0.28 -0.517
O 7.498 8.948 13.304 -0.06 -2.10 -1.22 -0.444
O 7.720 11.228 12.854 1.92 -0.65 1.40 -0.704
```
Forces are in eV/Å.

Output
* 2S+1: 3
* total energy: -158390.36400 eV
* E_LUMO (spin up / spin down): 3.7 / -1.8 eV
* Kohn-Sham gap (spin up / spin down): 8.842 / 3.350 eV
* HOMO (spin up / spin down): -5.187 / -5.186 eV
* maximum force: 7.1 eV/A
* net charge: -2